{
  "formula": "C15H33BIO4P2Zr",
  "method": "ωB97M-V/def2-TZVPD",
  "de_lowest_kj_mol": 0.0,
  "homo_energy_ev": [-18.62, -18.61],
  "orbital_gap_ev": [6.3, 6.3],
  "charge": 3,
  "spin_multiplicity": 1,
  "fmax_ev_per_a": 6.445,
  "symbols": ["C", "C", "H", "H", "H", "O", "I", "Zr", "P", "C", "C", "H", "H", "H", "H", "H", "H", "C", "H", "H", "H", "P", "C", "C", "H", "H", "H", "C", "H", "H", "H", "H", "H", "H", "C", "O", "C", "C", "C", "O", "B", "O", "C", "C", "C", "H", "H", "H", "H", "H", "H", "H", "H", "H", "H", "H", "H"],
  "coordinates": [[-3.430, 2.105, 0.713], [-2.114, 1.466, 0.699], [-3.967, 2.178, -0.247], [-3.194, 3.099, 1.087], [-4.035, 1.601, 1.471], [-1.505, 0.893, -0.263], [-1.118, 1.460, 2.547], [0.352, -0.306, -0.033], [-1.420, -2.120, 0.707], [-1.500, -3.609, -0.332], [-0.796, -2.889, 2.231], [-1.522, -3.652, 2.542], [-3.587, -2.830, 1.426], [-0.670, -2.136, 3.015], [-3.340, -1.101, 1.825], [-0.495, -4.041, -0.416], [0.176, -3.352, 2.014], [-3.181, -1.873, 1.063], [-2.190, -4.308, 0.164], [-3.712, -1.581, 0.148], [-1.872, -3.349, -1.331], [1.377, 1.985, -0.744], [2.309, 1.801, -2.294], [0.356, 3.448, -1.120], [2.201, 2.640, 1.422], [2.834, 3.694, 0.117], [3.502, 2.043, 0.364], [2.597, 2.660, 0.401], [-0.357, 3.662, -0.316], [1.024, 4.313, -1.246], [3.012, 2.643, -2.375], [1.606, 1.811, -3.141], [-0.205, 3.282, -2.048], [2.850, 0.844, -2.282], [0.843, -1.634, -1.644], [0.451, -1.899, -2.739], [5.514, -2.752, -0.731], [4.046, -3.031, -1.007], [3.981, -3.746, -2.351], [3.336, -1.790, -1.114], [2.030, -2.092, -0.658], [1.903, -3.382, -0.054], [3.249, -3.835, 0.136], [3.273, -5.349, 0.024], [3.757, -3.452, 1.531], [5.673, -2.208, 0.204], [5.941, -2.170, -1.545], [6.076, -3.690, -0.675], [4.357, -3.084, -3.138], [4.615, -4.638, -2.357], [2.965, -4.049, -2.633], [4.293, -5.731, 0.142], [2.662, -5.779, 0.826], [2.870, -5.686, -0.939], [3.839, -2.367, 1.675], [3.082, -3.851, 2.294], [4.739, -3.897, 1.721]]
}


{
  "formula": "C44H47As2MgN7O3PS2",
  "method": "ωB97M-V/def2-TZVPD",
  "de_lowest_kj_mol": 121.9,
  "homo_energy_ev": -10.27,
  "orbital_gap_ev": 8.4,
  "charge": 1,
  "spin_multiplicity": 1,
  "fmax_ev_per_a": 2.586,
  "symbols": ["Mg", "C", "C", "As", "C", "C", "C", "C", "C", "C", "C", "C", "C", "C", "C", "C", "As", "C", "C", "C", "C", "C", "C", "C", "C", "C", "C", "C", "C", "H", "H", "H", "H", "H", "H", "H", "H", "H", "H", "H", "H", "H", "H", "H", "H", "H", "H", "H", "H", "H", "H", "H", "H", "N", "C", "C", "N", "C", "C", "N", "C", "C", "N", "H", "H", "H", "H", "H", "H", "N", "C", "C", "C", "C", "C", "C", "S", "O", "O", "N", "C", "S", "C", "C", "N", "H", "H", "H", "H", "H", "H", "H", "H", "C", "P", "C", "C", "O", "H", "H", "H", "H", "H", "H", "H", "H", "H"],
  "coordinates": [[-0.857, 0.172, -0.255], [2.525, -2.026, -0.541], [2.728, -2.549, 0.873], [2.208, -1.269, 2.301], [3.060, 0.275, 1.451], [4.410, 0.586, 1.541], [4.950, 1.588, 0.752], [4.148, 2.280, -0.141], [2.794, 2.000, -0.213], [2.255, 1.012, 0.589], [3.561, -1.693, 3.697], [4.809, -2.279, 3.522], [5.660, -2.474, 4.598], [5.290, -2.066, 5.870], [4.045, -1.491, 6.067], [3.192, -1.325, 4.992], [0.650, -1.683, -1.172], [1.202, -1.744, -3.068], [2.059, -2.688, -3.633], [2.520, -2.551, -4.933], [2.123, -1.475, -5.708], [1.257, -0.541, -5.166], [0.816, -0.669, -3.860], [-0.061, -3.415, -0.619], [0.356, -4.630, -1.152], [-0.070, -5.829, -0.606], [-0.902, -5.831, 0.501], [-1.353, -4.628, 1.016], [-0.945, -3.430, 0.453], [2.933, -2.767, -1.242], [3.083, -1.093, -0.694], [3.782, -2.818, 0.990], [2.136, -3.462, 1.025], [5.041, 0.046, 2.236], [6.001, 1.828, 0.830], [4.579, 3.041, -0.774], [2.148, 2.558, -0.875], [1.180, 0.840, 0.568], [5.132, -2.591, 2.538], [6.628, -2.930, 4.440], [5.968, -2.194, 6.702], [3.741, -1.172, 7.054], [2.203, -0.899, 5.138], [2.405, -3.542, -3.064], [3.200, -3.287, -5.339], [2.500, -1.356, -6.714], [0.932, 0.296, -5.764], [0.159, 0.079, -3.431], [1.008, -4.638, -2.015], [0.248, -6.764, -1.042], [-1.192, -6.761, 0.965], [-2.022, -4.627, 1.865], [-1.325, -2.494, 0.849], [-3.727, 0.841, -3.493], [-3.362, 2.139, -3.279], [-2.132, 2.087, -2.689], [-1.746, 0.797, -2.528], [-2.719, 0.054, -3.022], [-2.689, -1.373, -3.179], [-1.772, -2.190, -2.702], [-2.073, -3.422, -3.181], [-3.190, -3.362, -3.965], [-3.583, -2.057, -3.953], [-4.608, 0.553, -3.890], [-3.985, 2.962, -3.560], [-1.503, 2.896, -2.377], [-1.463, -4.270, -2.940], [-3.717, -4.109, -4.519], [-4.381, -1.686, -4.442], [-2.683, 8.002, -2.280], [-2.271, 6.959, -1.498], [-2.966, 6.621, -0.330], [-2.584, 5.525, 0.416], [-1.503, 4.759, 0.016], [-0.800, 5.081, -1.133], [-1.184, 6.167, -1.891], [-1.023, 3.335, 0.963], [0.409, 3.278, 1.056], [-1.752, 3.325, 2.209], [-1.463, 2.037, 0.089], [-2.688, 1.577, 0.180], [-4.102, 2.509, 0.583], [-5.059, 1.071, 0.344], [-4.264, 0.032, 0.014], [-2.939, 0.319, -0.079], [-3.288, 8.685, -1.857], [-2.029, 8.364, -2.953], [-3.809, 7.221, -0.020], [-3.102, 5.244, 1.321], [0.059, 4.486, -1.404], [-0.653, 6.425, -2.795], [-6.120, 1.102, 0.485], [-4.578, -0.981, -0.179], [0.180, 1.263, 3.735], [-1.026, 0.060, 3.094], [-0.937, -1.454, 4.125], [-2.693, 0.714, 3.426], [-0.794, -0.300, 1.653], [-0.210, 1.713, 4.642], [0.332, 2.030, 2.978], [1.133, 0.778, 3.943], [-1.007, -1.192, 5.176], [0.000, -1.979, 3.940], [-1.774, -2.100, 3.868], [-2.916, 0.612, 4.485], [-3.423, 0.164, 2.835], [-2.716, 1.768, 3.158]]
}


{
  "formula": "C23H24CeCl3GeO5PS3",
  "method": "ωB97M-V/def2-TZVPD",
  "de_lowest_kj_mol": 152.6,
  "homo_energy_ev": [-8.07, -8.06],
  "orbital_gap_ev": [7.0, 5.5],
  "charge": 0,
  "spin_multiplicity": 1,
  "fmax_ev_per_a": 2.510,
  "symbols": ["Ce", "O", "Cl", "O", "O", "O", "Cl", "C", "C", "C", "C", "C", "Cl", "C", "S", "H", "H", "H", "S", "P", "S", "C", "C", "C", "C", "C", "C", "C", "C", "C", "C", "C", "C", "H", "H", "H", "H", "H", "H", "H", "H", "H", "H", "C", "Ge", "C", "C", "C", "H", "H", "H", "H", "H", "H", "H", "H", "H", "H", "H", "O", "C"],
  "coordinates": [[-0.474, 0.703, 1.182], [-3.012, 3.937, 0.935], [-2.165, 2.999, 1.532], [-1.906, 3.170, 2.913], [-0.824, 2.937, 0.813], [-2.664, 1.584, 1.318], [2.429, -0.990, 1.444], [2.469, -2.711, 1.189], [3.599, -3.345, 1.687], [3.744, -4.713, 1.527], [2.767, -5.450, 0.885], [1.638, -4.807, 0.406], [0.438, -5.779, -0.380], [1.459, -3.434, 0.545], [-0.004, -2.732, -0.183], [4.355, -2.758, 2.184], [4.626, -5.208, 1.907], [2.866, -6.516, 0.753], [0.649, -1.455, -3.398], [0.386, 0.430, -2.962], [1.100, 1.029, -1.107], [-1.351, 0.925, -3.105], [-2.178, 1.082, -2.009], [-3.521, 1.386, -2.142], [-4.056, 1.543, -3.412], [-3.242, 1.386, -4.527], [-1.902, 1.073, -4.377], [1.259, 1.565, -4.068], [0.966, 2.926, -4.006], [1.637, 3.821, -4.818], [2.614, 3.359, -5.693], [2.910, 2.008, -5.751], [2.231, 1.107, -4.943], [-1.766, 0.960, -1.015], [-4.142, 1.501, -1.263], [-5.103, 1.783, -3.535], [-3.656, 1.505, -5.519], [-1.284, 0.945, -5.257], [0.216, 3.288, -3.314], [1.406, 4.877, -4.769], [3.142, 4.060, -6.327], [3.671, 1.651, -6.433], [2.450, 0.049, -4.992], [0.152, -2.188, 4.513], [-0.492, -0.350, 4.597], [-0.409, 0.258, 6.450], [-2.395, -0.314, 4.105], [0.501, 0.824, 3.385], [-0.343, -2.776, 5.287], [1.227, -2.230, 4.696], [-0.043, -2.657, 3.550], [-1.053, -0.385, 7.051], [-0.752, 1.286, 6.559], [0.605, 0.201, 6.844], [-2.940, -0.833, 4.897], [-2.647, -0.819, 3.171], [-2.779, 0.705, 4.055], [1.573, 0.624, 3.475], [0.302, 1.864, 3.684], [-1.676, -1.123, 0.738], [-0.607, -1.779, 1.029]]
}


{
  "formula": "C17H35BN7O20P2",
  "method": "ωB97M-V/def2-TZVPD",
  "homo_energy_ev": -12.16,
  "orbital_gap_ev": 7.2,
  "charge": 1,
  "spin_multiplicity": 1,
  "fmax_ev_per_a": 3.658,
  "symbols": ["C", "N", "C", "C", "C", "P", "O", "O", "O", "C", "C", "O", "O", "O", "C", "C", "B", "O", "O", "C", "C", "C", "C", "O", "N", "P", "O", "H", "H", "H", "H", "H", "H", "H", "H", "H", "H", "H", "H", "H", "H", "H", "H", "H", "H", "H", "H", "C", "N", "O", "O", "H", "H", "H", "C", "N", "O", "O", "H", "H", "H", "C", "N", "O", "O", "H", "H", "H", "C", "N", "O", "O", "H", "H", "H", "C", "N", "O", "O", "H", "H", "H"],
  "coordinates": [[0.427, -0.789, 4.285], [0.372, 0.247, 3.246], [1.616, 0.342, 2.468], [1.387, 0.568, 0.979], [1.592, 1.826, 0.468], [2.076, 3.247, 1.525], [1.796, 4.537, 0.900], [1.337, 3.203, 2.960], [3.660, 3.113, 1.771], [1.388, 2.024, -0.907], [1.540, 3.386, -1.575], [0.581, 4.116, -1.556], [2.705, 3.783, -2.164], [3.775, 3.346, -1.343], [1.027, 0.974, -1.736], [0.863, 1.203, -3.227], [2.273, 0.872, -3.941], [3.474, 1.121, -3.310], [2.275, 0.301, -5.211], [0.825, -0.283, -1.169], [0.437, -1.410, -2.083], [-1.155, -1.442, -2.215], [-1.884, -0.427, -1.236], [-1.845, -1.947, -1.098], [0.990, -0.456, 0.168], [0.694, -2.062, 0.905], [1.937, -2.700, 1.352], [-0.066, -1.736, 3.996], [1.450, -1.057, 4.576], [-0.081, -0.469, 5.206], [-0.442, 0.157, 2.653], [2.285, 1.101, 2.893], [2.182, -0.606, 2.558], [0.567, 2.608, 2.957], [3.912, 3.961, 2.179], [4.079, 2.539, -1.802], [0.130, 0.528, -3.673], [0.609, 2.249, -3.447], [4.135, 0.479, -3.604], [2.451, -0.648, -5.173], [0.812, -1.304, -3.102], [0.732, -2.402, -1.725], [-1.586, -1.584, -3.213], [-1.514, -0.357, -0.216], [-2.875, -0.048, -1.479], [-0.206, -1.780, 1.954], [0.012, -2.901, 0.015], [-6.050, -1.508, -2.948], [-4.959, -1.417, -3.956], [-3.981, -0.737, -3.676], [-5.110, -2.022, -4.988], [-5.773, -0.918, -2.082], [-6.954, -1.119, -3.409], [-6.164, -2.553, -2.682], [-2.080, 1.054, 8.158], [-1.779, -0.142, 7.324], [-0.616, -0.492, 7.236], [-2.716, -0.688, 6.785], [-1.152, 1.431, 8.571], [-2.547, 1.793, 7.513], [-2.757, 0.739, 8.947], [1.094, 7.315, -1.316], [0.286, 8.283, -0.525], [0.612, 8.479, 0.627], [-0.647, 8.810, -1.094], [1.885, 6.925, -0.685], [0.429, 6.521, -1.635], [1.504, 7.851, -2.167], [-3.547, -5.194, -1.406], [-5.004, -4.896, -1.369], [-5.351, -3.832, -0.885], [-5.745, -5.733, -1.824], [-3.012, -4.358, -0.968], [-3.385, -6.104, -0.834], [-3.269, -5.332, -2.448], [4.191, -4.986, -0.336], [3.126, -5.864, -0.893], [3.305, -7.056, -0.857], [2.138, -5.312, -1.348], [4.998, -5.611, 0.030], [4.533, -4.340, -1.138], [3.747, -4.409, 0.473]]
}


Repeat the third record exactly.
{
  "formula": "C23H24CeCl3GeO5PS3",
  "method": "ωB97M-V/def2-TZVPD",
  "de_lowest_kj_mol": 152.6,
  "homo_energy_ev": [-8.07, -8.06],
  "orbital_gap_ev": [7.0, 5.5],
  "charge": 0,
  "spin_multiplicity": 1,
  "fmax_ev_per_a": 2.510,
  "symbols": ["Ce", "O", "Cl", "O", "O", "O", "Cl", "C", "C", "C", "C", "C", "Cl", "C", "S", "H", "H", "H", "S", "P", "S", "C", "C", "C", "C", "C", "C", "C", "C", "C", "C", "C", "C", "H", "H", "H", "H", "H", "H", "H", "H", "H", "H", "C", "Ge", "C", "C", "C", "H", "H", "H", "H", "H", "H", "H", "H", "H", "H", "H", "O", "C"],
  "coordinates": [[-0.474, 0.703, 1.182], [-3.012, 3.937, 0.935], [-2.165, 2.999, 1.532], [-1.906, 3.170, 2.913], [-0.824, 2.937, 0.813], [-2.664, 1.584, 1.318], [2.429, -0.990, 1.444], [2.469, -2.711, 1.189], [3.599, -3.345, 1.687], [3.744, -4.713, 1.527], [2.767, -5.450, 0.885], [1.638, -4.807, 0.406], [0.438, -5.779, -0.380], [1.459, -3.434, 0.545], [-0.004, -2.732, -0.183], [4.355, -2.758, 2.184], [4.626, -5.208, 1.907], [2.866, -6.516, 0.753], [0.649, -1.455, -3.398], [0.386, 0.430, -2.962], [1.100, 1.029, -1.107], [-1.351, 0.925, -3.105], [-2.178, 1.082, -2.009], [-3.521, 1.386, -2.142], [-4.056, 1.543, -3.412], [-3.242, 1.386, -4.527], [-1.902, 1.073, -4.377], [1.259, 1.565, -4.068], [0.966, 2.926, -4.006], [1.637, 3.821, -4.818], [2.614, 3.359, -5.693], [2.910, 2.008, -5.751], [2.231, 1.107, -4.943], [-1.766, 0.960, -1.015], [-4.142, 1.501, -1.263], [-5.103, 1.783, -3.535], [-3.656, 1.505, -5.519], [-1.284, 0.945, -5.257], [0.216, 3.288, -3.314], [1.406, 4.877, -4.769], [3.142, 4.060, -6.327], [3.671, 1.651, -6.433], [2.450, 0.049, -4.992], [0.152, -2.188, 4.513], [-0.492, -0.350, 4.597], [-0.409, 0.258, 6.450], [-2.395, -0.314, 4.105], [0.501, 0.824, 3.385], [-0.343, -2.776, 5.287], [1.227, -2.230, 4.696], [-0.043, -2.657, 3.550], [-1.053, -0.385, 7.051], [-0.752, 1.286, 6.559], [0.605, 0.201, 6.844], [-2.940, -0.833, 4.897], [-2.647, -0.819, 3.171], [-2.779, 0.705, 4.055], [1.573, 0.624, 3.475], [0.302, 1.864, 3.684], [-1.676, -1.123, 0.738], [-0.607, -1.779, 1.029]]
}